No. 1
A molecular structure, C53H42AsIrN5O2S at a distorted geometry, computed with ωB97M-V/def2-TZVPD.

Its spin multiplicity is 6. Its charge is +2. For the energy above the lowest of the compared OMol25 structures with the same formula, charge and spin, the calculation gives 26.3 kcal per mole. The calculation puts the calculated total energy at -141683.867 eV.

Element x y z (Å)
Ir  0.229  -0.627  1.270
As  -0.410  -0.329  -2.817
S  -1.604  1.804  -1.512
O  -3.031  -2.847  0.276
O  3.978  -1.735  0.086
N  -1.699  -1.238  1.104
N  -0.400  0.832  3.734
N  0.452  -2.157  0.085
N  -0.089  1.051  2.414
N  2.241  -0.552  0.864
C  -0.752  4.656  2.404
C  -3.566  0.364  1.649
C  -1.035  -3.795  -5.096
C  3.393  0.497  2.770
C  -3.047  1.363  -5.724
C  -1.229  -2.694  -4.277
C  -3.881  -2.124  1.191
C  3.237  1.732  -2.572
C  -4.257  2.456  2.628
C  -4.667  2.039  0.303
C  1.163  -2.359  -4.166
C  0.254  -4.175  -5.450
C  0.797  -2.584  3.595
C  -0.028  -0.360  4.149
C  1.174  0.703  -3.267
C  -0.532  -3.983  -1.089
C  3.643  -0.244  5.042
C  -3.564  2.408  -4.960
C  2.852  1.978  4.593
C  -1.826  -2.299  0.335
C  2.103  0.993  -2.273
C  -0.253  5.001  1.150
C  1.703  -2.547  -0.297
C  0.443  -1.325  3.180
C  2.526  1.879  -4.864
C  3.735  -0.495  3.682
C  0.743  -4.396  -1.469
C  0.358  4.029  0.356
C  -0.129  -1.956  -3.849
C  2.670  -1.612  0.221
C  1.351  -3.460  -4.987
C  -3.169  2.586  -3.647
C  -4.068  0.790  0.422
C  1.873  -3.678  -1.069
C  -1.733  0.625  -3.867
C  -0.680  3.357  2.857
C  3.415  0.250  1.279
C  -0.659  -2.860  -0.290
C  -3.666  1.205  2.749
C  -2.245  1.687  -3.099
C  0.733  -2.916  4.952
C  -4.767  2.870  1.407
C  4.587  -0.590  0.727
C  -2.986  -1.021  1.805
C  1.392  1.138  -4.570
C  2.951  1.731  3.232
C  -0.128  2.349  2.028
C  -2.133  0.462  -5.175
C  0.420  2.723  0.782
C  3.208  0.992  5.500
C  0.271  -1.987  5.901
C  3.443  2.184  -3.868
C  -0.111  -0.730  5.520
H  -5.072  2.352  -0.651
H  2.866  -3.995  -1.359
H  2.353  -3.755  -5.266
H  1.036  -3.903  5.274
H  -1.410  -4.533  -1.399
H  -1.060  3.072  3.825
H  -3.561  3.402  -3.055
H  2.499  2.942  4.937
H  0.917  1.969  0.182
H  1.134  -3.329  2.884
H  -1.886  -4.354  -5.462
H  2.689  2.508  2.522
H  5.162  -0.053  -0.025
H  -4.251  -2.824  1.937
H  0.404  -5.035  -6.088
H  4.324  2.768  -4.099
H  5.267  -0.944  1.499
H  -1.200  5.416  3.031
H  -4.031  0.129  -0.438
H  0.799  4.312  -0.592
H  0.229  -2.270  6.944
H  3.960  1.958  -1.798
H  -3.280  0.878  3.706
H  -4.287  3.083  -5.398
H  2.692  2.224  -5.876
H  3.911  -1.017  5.751
H  0.859  -5.282  -2.076
H  -0.327  6.021  0.797
H  1.922  0.637  -1.265
H  -5.255  3.832  1.324
H  -2.809  -1.202  2.868
H  -0.463  0.003  6.234
H  -2.233  -2.396  -3.992
H  -4.726  -1.720  0.638
H  4.074  -1.465  3.336
H  -1.746  -0.355  -5.771
H  0.681  0.903  -5.353
H  -4.337  3.099  3.495
H  3.149  1.186  6.563
H  2.014  -1.796  -3.800
H  -3.359  1.258  -6.754
H  3.358  1.222  0.780

---

No. 2
A molecular structure, C33H55ClEuN2O2P2 at a distorted geometry, computed with ωB97M-V/def2-TZVPD.

Its spin multiplicity is 7. Its charge is -1. For the energy above the lowest of the compared OMol25 structures with the same formula, charge and spin, the calculation gives 0.0 kcal per mole. The calculation puts the calculated total energy at -92618.586 eV.

Element x y z (Å)
Eu  0.561  1.060  -1.125
Cl  -1.339  -0.605  -0.887
P  -3.144  0.527  2.203
P  2.219  -1.280  -2.177
O  0.224  2.458  0.745
O  4.747  2.263  0.195
N  2.440  2.441  0.001
N  2.009  3.185  2.077
C  1.465  2.703  0.908
C  -2.961  1.704  3.621
C  3.952  2.075  3.723
C  3.849  -0.551  -2.632
C  4.821  1.568  4.699
C  3.342  6.009  2.659
C  -4.680  -1.069  4.203
C  3.076  7.382  2.470
C  -2.754  -2.027  2.880
C  -3.943  -1.029  2.861
C  -1.857  1.230  4.591
C  4.296  3.220  2.962
C  3.612  0.909  -3.061
C  2.657  -3.011  -1.673
C  3.046  -3.108  -0.174
C  3.687  -3.754  -2.508
C  -4.253  1.242  0.901
C  4.862  -0.595  -1.498
C  5.457  3.922  3.340
C  2.993  7.031  0.091
C  2.932  7.902  1.181
C  1.560  -1.745  -3.876
C  3.203  5.652  0.275
C  -2.707  3.162  3.206
C  -3.417  2.284  0.118
C  6.342  3.392  4.314
C  6.019  2.228  5.012
C  2.577  -1.858  -5.001
C  3.389  3.611  1.792
C  3.371  5.125  1.559
C  -5.630  1.742  1.331
C  3.669  2.748  0.556
C  0.431  -0.759  -4.221
H  2.982  1.592  3.552
H  -0.909  1.125  4.043
H  3.191  4.973  -0.577
H  -3.406  2.033  -0.948
H  4.532  0.661  5.253
H  -4.468  0.369  0.253
H  3.106  -0.914  -5.184
H  -5.619  -0.496  4.211
H  -1.882  3.234  2.504
H  3.024  -4.216  0.101
H  5.183  -1.609  -1.237
H  2.701  8.965  1.029
H  0.848  2.588  -2.527
H  -4.672  -1.261  2.069
H  -2.411  3.737  4.095
H  -3.589  3.652  2.759
H  6.703  1.824  5.752
H  3.428  1.541  -2.156
H  -6.133  2.092  0.397
H  2.015  -2.112  -5.906
H  -5.593  2.577  2.038
H  -2.105  -1.921  1.992
H  -3.120  -3.051  2.951
H  -3.842  3.282  0.254
H  4.469  -0.097  -0.598
H  1.677  -3.491  -1.802
H  3.332  -4.010  -3.514
H  5.730  -0.010  -1.820
H  2.879  7.422  -0.933
H  3.492  5.651  3.671
H  3.914  -4.677  -1.956
H  4.619  -3.182  -2.611
H  -4.917  -2.141  4.367
H  7.265  3.948  4.541
H  5.686  4.888  2.881
H  4.078  -2.707  -0.031
H  1.371  3.668  2.712
H  4.233  -1.150  -3.481
H  1.118  -2.738  -3.718
H  -4.044  -0.757  5.052
H  2.995  8.047  3.335
H  -3.966  1.588  4.059
H  0.804  0.281  -4.282
H  -2.152  -1.823  3.798
H  -6.261  0.948  1.763
H  3.336  -2.624  -4.828
H  -0.367  -0.789  -3.455
H  -1.697  1.996  5.362
H  4.544  1.270  -3.581
H  -2.368  2.345  0.432
H  2.327  -2.539  0.499
H  2.733  1.004  -3.744
H  0.025  -1.040  -5.207
H  -2.107  0.266  5.072
H  2.178  -0.362  -0.546

---

No. 3
6 unconnected molecules or ions with the total composition C6H8Cl16 at a distorted geometry, computed with ωB97M-V/def2-TZVPD.

Its structure (SMILES) is ClC(Cl)Cl.ClC(Cl)Cl.ClC(Cl)Cl.ClC(Cl)Cl.ClCCl.ClCCl. Its charge is 0. For the energy above the lowest of the compared OMol25 structures with the same formula, charge and spin, the calculation gives 22.6 kcal per mole. The calculation puts the calculated total energy at -206709.520 eV.

Element x y z (Å)
Cl  -2.503  4.170  -1.712
Cl  0.429  -3.323  0.501
Cl  -0.588  -0.609  3.776
Cl  -2.519  -3.585  -0.124
Cl  -1.372  -0.504  -0.573
Cl  -1.265  2.424  -3.703
Cl  4.325  -3.081  -4.608
Cl  1.542  -0.458  -1.339
Cl  2.217  -0.192  2.883
Cl  -3.073  0.754  1.918
Cl  -0.955  2.659  2.046
Cl  4.430  -0.228  -4.786
Cl  0.370  3.343  -1.330
Cl  1.224  1.144  5.198
Cl  -1.697  -3.319  2.586
Cl  2.311  -1.732  -6.126
C  1.157  -0.325  4.252
C  -1.207  -3.965  0.991
C  -2.726  2.366  2.352
C  3.330  -1.670  -4.678
C  -0.963  3.770  -2.513
C  0.317  -0.094  -0.089
H  -3.328  3.043  1.745
H  1.515  -1.196  4.799
H  -0.523  4.523  -3.167
H  -1.156  -5.054  1.020
H  -2.935  2.354  3.422
H  0.576  -0.690  0.785
H  0.294  0.946  0.238
H  2.771  -1.471  -3.763